Record 1
DFT (ωB97M-V/def2-TZVPD) results for 13 unconnected molecules or ions with the total composition C6H41N2O12 at a distorted geometry.

Cartesian coordinates (Å):
N 1.280 -1.284 -0.967
C 0.650 -0.284 -0.005
C -0.162 0.802 -0.700
N -1.583 0.604 -0.462
C -2.284 -0.180 -1.487
C -1.943 3.058 -1.108
C -2.249 1.875 -0.135
C -1.924 2.327 1.282
H 1.635 -0.803 -1.827
H 2.104 -1.682 -0.485
H 0.610 -2.001 -1.232
H 1.406 0.101 0.686
H -0.123 -0.904 0.469
H 0.194 1.776 -0.288
H 0.093 0.902 -1.773
H -1.680 -0.785 -2.146
H -2.986 -0.935 -1.143
H -2.958 0.463 -2.033
H -1.064 3.555 -0.735
H -1.727 2.779 -2.169
H -2.695 3.854 -1.136
H -3.312 1.580 -0.172
H -1.148 3.077 1.232
H -1.659 1.487 1.955
H -2.714 2.862 1.796
H -3.419 2.650 -2.926
H -4.154 1.668 -3.844
O -4.169 2.040 -2.956
H 1.570 3.072 -2.926
H 1.996 3.628 -4.276
O 1.527 2.869 -3.909
H 1.438 -3.020 4.093
H 0.491 -2.673 3.033
O 1.215 -2.261 3.535
H -2.510 -1.658 1.970
H -3.400 -2.897 1.821
O -2.557 -2.522 1.534
H 3.627 2.899 -1.581
H 3.207 1.374 -1.080
O 2.972 2.212 -1.485
H -1.045 -3.825 4.468
H -1.779 -3.387 3.250
O -0.884 -3.607 3.539
H 3.683 -0.734 1.011
H 4.592 -1.677 0.086
O 4.034 -0.899 0.130
H 2.928 -2.852 1.603
H 1.991 -3.627 0.674
O 2.539 -2.831 0.716
H -2.039 -2.493 -0.130
H -0.951 -3.407 -0.867
O -1.361 -2.537 -0.836
H 1.786 -0.146 -4.313
H 1.528 1.050 -3.510
O 1.599 0.083 -3.392
H -1.118 -0.374 4.124
H -0.009 -0.626 3.220
O -0.641 0.082 3.417
H 4.472 1.107 2.400
H 3.360 0.541 3.441
O 3.720 0.535 2.552

LUMO: -2.57 eV
Total charge: +1
Energy relative to the best compared isomer or geometry (same formula, charge and spin): 67.7 kcal per mole
Gap between HOMO and LUMO: 7.91 eV

Record 2
DFT (ωB97M-V/def2-TZVPD) results for a single CH3Cl2OP molecule at a distorted geometry.

Cartesian coordinates (Å):
P -0.597 -0.470 -1.099
O 0.406 -0.192 0.708
C 1.654 0.007 0.651
Cl 2.558 -1.503 0.240
Cl 2.116 1.128 -0.646
H -0.574 1.037 -1.229
H -1.613 -0.674 -0.098
H 2.139 0.445 1.495

LUMO: -1.15 eV
Energy relative to the best compared isomer or geometry (same formula, charge and spin): 95.2 kcal per mole
Gap between HOMO and LUMO: 9.26 eV
Structure (SMILES): POC(Cl)Cl

Record 3
DFT (ωB97M-V/def2-TZVPD) results for 7 unconnected molecules or ions with the total composition C37H93BF2IN3O30P7 at a distorted geometry.

Cartesian coordinates (Å):
C 3.873 1.708 4.184
C 4.928 0.758 3.545
N 4.411 -0.596 3.460
P 5.256 -1.884 2.456
C 4.931 -0.829 0.868
C 3.511 -0.364 0.518
C 3.083 1.054 0.935
C 2.141 1.678 -0.105
C 0.815 0.910 -0.210
O 0.791 0.087 -1.374
C 0.353 -1.239 -1.109
C 3.571 -2.848 2.266
C 2.362 -2.273 2.956
O 1.232 -3.205 2.665
C 0.033 -2.699 3.004
C -0.134 -2.333 4.458
O -0.858 -2.573 2.192
C 6.255 -3.136 1.351
C 5.572 -4.162 0.459
C 6.522 -4.599 -0.667
I 5.027 -6.015 1.436
B 5.416 -3.094 4.040
O 6.344 -4.141 4.104
N 4.466 -3.030 5.192
C 5.100 -2.478 6.395
C 3.865 -4.330 5.496
N 6.977 -0.990 2.785
C 7.830 -0.541 1.795
O 8.661 -1.088 1.142
F 7.635 0.785 1.571
C 7.677 -1.332 3.917
O 7.552 -0.892 5.022
F 8.613 -2.280 3.714
H 2.895 1.234 4.203
H 3.763 2.615 3.582
H 4.166 2.033 5.180
H 5.216 1.196 2.598
H 5.796 0.851 4.205
H 4.366 -0.897 4.428
H 5.533 0.081 0.832
H 5.274 -1.392 0.000
H 2.698 -1.047 0.741
H 3.478 -0.304 -0.577
H 2.513 1.023 1.863
H 3.950 1.707 1.018
H 2.616 1.607 -1.085
H 1.968 2.726 0.133
H 0.691 0.304 0.689
H -0.016 1.618 -0.276
H -0.271 -1.323 -0.222
H 1.240 -1.865 -0.973
H -0.202 -1.636 -1.958
H 3.241 -3.001 1.237
H 3.631 -3.865 2.669
H 2.470 -2.220 4.033
H 2.061 -1.305 2.569
H 0.330 -1.362 4.620
H -1.192 -2.279 4.687
H 0.373 -3.074 5.071
H 7.022 -3.666 1.919
H 6.881 -2.584 0.648
H 4.705 -3.772 -0.068
H 6.034 -5.304 -1.338
H 7.453 -4.997 -0.275
H 6.744 -3.711 -1.264
H 6.056 -4.966 3.696
H 4.582 -2.826 7.286
H 6.164 -2.718 6.463
H 5.027 -1.388 6.395
H 3.654 -4.910 4.601
H 4.534 -4.944 6.114
H 2.959 -4.180 6.086
C -4.234 -2.234 -7.169
O -3.565 -1.150 -6.515
P -3.611 -1.068 -4.925
O -2.982 -2.207 -4.251
O -5.126 -0.808 -4.547
C -5.983 -1.909 -4.211
O -3.002 0.346 -4.649
C -1.573 0.500 -4.749
H -3.692 -2.455 -8.084
H -4.251 -3.129 -6.546
H -5.254 -1.938 -7.416
H -5.423 -2.832 -4.067
H -6.714 -2.042 -5.008
H -6.500 -1.664 -3.285
H -1.304 0.774 -5.768
H -1.056 -0.414 -4.460
H -1.276 1.295 -4.072
C -1.084 -4.042 -5.726
O -0.066 -3.821 -6.723
P 0.837 -5.045 -7.166
O 0.100 -6.149 -7.788
O 1.717 -5.433 -5.913
C 1.292 -6.476 -5.023
O 1.927 -4.339 -8.056
C 1.566 -3.945 -9.383
H -1.893 -3.358 -5.914
H -1.459 -5.067 -5.778
H -0.676 -3.844 -4.737
H 0.456 -7.037 -5.439
H 1.005 -6.032 -4.071
H 2.132 -7.149 -4.868
H 1.162 -2.933 -9.369
H 0.836 -4.632 -9.810
H 2.471 -3.965 -9.984
C 2.179 3.929 10.549
O 1.763 4.673 9.402
P 2.552 4.459 8.035
O 2.509 3.109 7.482
O 4.010 5.019 8.297
C 5.056 4.119 8.694
O 1.963 5.598 7.127
C 0.668 5.393 6.541
H 1.304 3.760 11.171
H 2.601 2.964 10.266
H 2.914 4.506 11.111
H 4.752 3.080 8.580
H 5.319 4.318 9.733
H 5.920 4.306 8.061
H -0.103 5.760 7.218
H 0.503 4.339 6.320
H 0.640 5.961 5.615
C 4.242 5.682 3.796
O 3.977 6.520 2.664
P 4.271 5.932 1.215
O 3.447 4.781 0.850
O 5.832 5.705 1.133
C 6.376 4.402 1.419
O 4.125 7.218 0.319
C 2.803 7.680 0.017
H 3.532 5.930 4.580
H 4.133 4.625 3.548
H 5.254 5.874 4.156
H 5.593 3.647 1.480
H 6.921 4.445 2.360
H 7.060 4.138 0.616
H 2.473 8.379 0.786
H 2.105 6.846 -0.053
H 2.850 8.190 -0.941
C -12.918 -2.148 -6.829
O -12.010 -1.390 -6.026
P -10.941 -2.170 -5.143
O -10.002 -2.985 -5.918
O -11.763 -2.952 -4.040
C -12.121 -4.324 -4.249
O -10.332 -1.017 -4.274
C -9.381 -0.138 -4.892
H -13.166 -1.552 -7.703
H -12.470 -3.087 -7.158
H -13.827 -2.349 -6.261
H -11.599 -4.745 -5.107
H -13.198 -4.389 -4.402
H -11.849 -4.883 -3.358
H -9.897 0.709 -5.341
H -8.798 -0.661 -5.651
H -8.707 0.221 -4.121
C -8.819 5.871 -0.729
O -8.485 4.687 -1.456
P -8.902 4.587 -2.988
O -8.301 5.608 -3.846
O -10.485 4.533 -3.011
C -11.238 5.735 -3.211
O -8.571 3.089 -3.313
C -7.195 2.725 -3.518
H -8.060 6.016 0.034
H -8.836 6.746 -1.380
H -9.791 5.744 -0.251
H -10.598 6.558 -3.525
H -11.747 5.993 -2.283
H -11.978 5.545 -3.985
H -6.745 2.437 -2.570
H -6.627 3.540 -3.963
H -7.176 1.876 -4.195

LUMO: 1.56 eV
Total charge: -1
Gap between HOMO and LUMO: 5.91 eV

Record 4
DFT (ωB97M-V/def2-TZVPD) results for a single C4H10OS molecule at a distorted geometry.

Cartesian coordinates (Å):
C -0.425 1.843 -0.017
C -0.284 0.402 -0.343
S -1.830 -0.545 0.005
C 0.957 -0.192 0.326
C 1.203 -1.557 -0.127
O 2.075 0.591 -0.079
H 0.533 2.419 -0.158
H -1.211 2.314 -0.586
H -0.697 1.934 1.021
H -0.226 0.224 -1.423
H -1.811 -0.440 1.369
H 0.892 -0.066 1.404
H 0.423 -2.284 0.192
H 1.272 -1.638 -1.218
H 2.142 -1.951 0.259
H 2.654 0.507 0.665

LUMO: 0.83 eV
Energy relative to the best compared isomer or geometry (same formula, charge and spin): 4.9 kcal per mole
Gap between HOMO and LUMO: 9.93 eV
Structure (SMILES): C[C@H](S)[C@@H](C)O

Record 5
DFT (ωB97M-V/def2-TZVPD) results for a molecular structure, C14H16N5OSn.

Cartesian coordinates (Å):
Sn -1.135 -0.303 -0.577
O -1.208 -1.765 0.962
N -0.962 -1.935 2.218
C -0.601 -0.916 2.957
C -0.485 0.327 2.260
N -0.536 0.950 1.291
C -0.343 -1.097 4.352
N -0.121 -1.202 5.473
C 4.356 -1.503 0.401
C 3.965 -0.692 -0.842
C 4.596 0.707 -0.802
C 4.358 -1.431 -2.128
C 2.492 -0.531 -0.834
N 1.351 -0.406 -0.827
H 5.441 -1.606 0.413
H 3.916 -2.500 0.381
H 4.051 -0.999 1.318
H 5.679 0.590 -0.784
H 4.294 1.256 0.089
H 4.327 1.289 -1.683
H 5.443 -1.539 -2.139
H 4.060 -0.873 -3.015
H 3.913 -2.425 -2.168
N -3.733 -1.069 -0.888
C -3.976 0.307 -0.634
C -4.065 0.751 0.684
C -4.172 2.111 0.947
C -4.176 3.029 -0.092
C -4.067 2.582 -1.403
C -3.953 1.227 -1.679
H -4.068 -1.667 -0.142
H -4.089 -1.408 -1.772
H -4.082 0.032 1.497
H -4.261 2.449 1.971
H -4.268 4.086 0.117
H -4.070 3.292 -2.219
H -3.871 0.882 -2.704

LUMO: -4.02 eV
Total charge: +1
Energy relative to the best compared isomer or geometry (same formula, charge and spin): 0.0 kcal per mole
Gap between HOMO and LUMO: 8.11 eV

Record 6
DFT (ωB97M-V/def2-TZVPD) results for 2 unconnected molecules or ions with the total composition C5H14 at a distorted geometry.

Cartesian coordinates (Å):
C 0.529 -0.953 -1.717
C 0.638 -1.068 -0.202
C 1.976 -1.642 0.172
H 1.549 -1.029 -2.108
H 0.204 0.029 -2.024
H -0.116 -1.646 -2.318
H 0.347 -0.085 0.298
H -0.168 -1.791 0.149
H 2.651 -0.739 0.410
H 2.023 -2.340 1.031
H 2.456 -2.116 -0.743
C -1.171 2.349 0.975
C -1.790 1.017 0.745
H -0.126 2.389 0.802
H -1.633 3.114 0.363
H -1.330 2.683 2.078
H -2.876 1.091 1.003
H -1.434 0.230 1.369
H -1.729 0.506 -0.282

LUMO: 1.10 eV
Energy relative to the best compared isomer or geometry (same formula, charge and spin): 21.3 kcal per mole
Gap between HOMO and LUMO: 12.00 eV
Structure (SMILES): CCC.CC

Record 7
DFT (ωB97M-V/def2-TZVPD) results for a molecular structure, C18H22AsF6IrNO4 at a distorted geometry.

Cartesian coordinates (Å):
Ir 0.489 -0.536 -0.340
C 3.147 1.628 2.171
O 1.832 1.108 1.832
C 1.740 0.362 0.791
O 2.631 -0.134 0.087
H 3.328 1.373 3.211
H 3.098 2.704 2.035
H 3.901 1.191 1.524
F 0.404 1.173 -1.542
As 0.195 2.998 -1.101
F 1.776 2.881 -0.410
F -0.472 2.462 0.401
F 0.024 4.645 -0.704
F -1.368 2.875 -1.809
F 0.879 3.305 -2.638
C -0.717 -8.693 0.252
C -0.494 -7.219 0.060
C -1.469 -6.417 -0.517
C -1.284 -5.052 -0.695
C -2.378 -4.234 -1.332
C -0.083 -4.484 -0.254
C 0.917 -5.264 0.341
C 2.223 -4.677 0.810
C 0.694 -6.626 0.474
C 0.122 -3.031 -0.432
O -0.124 -2.424 -1.494
O 0.552 -2.321 0.566
H -1.549 -9.050 -0.353
H -0.945 -8.913 1.297
H 0.172 -9.263 -0.015
H -2.401 -6.866 -0.844
H -3.292 -4.821 -1.400
H -2.094 -3.914 -2.335
H -2.593 -3.331 -0.759
H 2.657 -4.007 0.068
H 2.938 -5.473 1.011
H 2.086 -4.097 1.722
H 1.470 -7.243 0.913
C -2.146 -0.211 -2.471
C -2.404 -0.199 -1.004
C -3.592 -0.009 -0.367
C -3.334 -0.029 1.059
C -2.000 -0.230 1.229
C -1.202 -0.273 2.482
N -1.418 -0.340 -0.032
H -3.050 -0.516 -2.996
H -1.338 -0.889 -2.735
H -1.879 0.791 -2.806
H -4.539 0.135 -0.861
H -4.048 0.099 1.855
H -1.865 -0.303 3.344
H -0.574 0.617 2.552
H -0.547 -1.145 2.501

LUMO (spin up / spin down): 0.16 / -3.19 eV
Multiplicity: 2
Energy relative to the best compared isomer or geometry (same formula, charge and spin): 0.0 kcal per mole
Gap between HOMO and LUMO (spin up / spin down): 8.93 / 5.51 eV

Record 8
DFT (ωB97M-V/def2-TZVPD) results for a single C2H4ClNOS molecule at a distorted geometry.

Cartesian coordinates (Å):
O 1.402 1.810 -0.278
C 0.713 0.837 -0.060
C 0.973 -0.566 0.652
Cl 0.622 -1.906 -0.415
N -0.694 0.603 -0.594
S -1.992 -0.176 0.152
H 2.071 -0.845 0.883
H 0.509 -0.606 1.659
H -0.933 1.517 -0.856
H -2.670 -0.667 -1.143

LUMO: 0.43 eV
Energy relative to the best compared isomer or geometry (same formula, charge and spin): 39.9 kcal per mole
Gap between HOMO and LUMO: 9.78 eV
Structure (SMILES): O=C(CCl)NS

Asked for calculated total energy across the records above, the calculation gives -34431.50018; -37464.91938; -185021.44160; -17192.61294; -30098.59191; -5411.12465; -108688.17897; -29032.29103 eV in order.